--- 1 ---
{"formula": "C17H23N3O6S", "method": "ωB97M-V/def2-TZVPD", "lumo_ev": 0.140, "total_charge": 0, "gap_ev": 8.26, "elements": ["C", "H", "O", "C", "C", "C", "C", "C", "C", "O", "C", "H", "H", "H", "O", "C", "H", "H", "H", "H", "C", "N", "O", "C", "N", "C", "H", "C", "N", "S", "O", "O", "C", "H", "H", "H", "C", "C", "C", "H", "H", "H", "H", "H", "H", "H", "H", "H", "H", "H"], "coordinates": [[1.459, -3.378, 5.317], [1.484, -4.083, 6.276], [0.157, -3.118, 5.309], [-0.315, -2.262, 4.153], [0.361, -1.918, 3.026], [0.009, -0.935, 2.040], [-1.325, -0.415, 2.065], [-2.123, -1.133, 3.021], [-1.610, -1.894, 4.052], [-2.364, -2.318, 5.237], [-3.377, -1.831, 5.527], [-3.723, -2.337, 6.384], [-3.782, -0.772, 5.603], [-4.255, -2.104, 4.865], [-3.489, -0.782, 3.053], [-3.928, 0.294, 2.096], [-5.143, 0.383, 2.385], [-3.888, -0.228, 1.121], [-3.366, 0.981, 2.150], [-1.526, 0.080, 1.297], [0.911, -0.651, 0.911], [2.343, -0.763, 0.850], [2.729, -0.280, -0.236], [1.651, 0.528, -0.724], [0.598, -0.043, -0.124], [1.660, 1.092, -1.945], [1.157, 2.222, -1.827], [0.828, 0.468, -3.031], [0.788, 1.408, -4.337], [-0.090, 2.781, -4.336], [-0.827, 2.756, -3.257], [0.776, 3.726, -4.787], [-1.055, 2.406, -5.810], [-0.559, 2.249, -6.732], [-1.770, 1.598, -5.663], [-1.502, 3.247, -5.958], [2.076, 1.150, -4.930], [3.209, 2.118, -3.764], [3.134, 1.141, -2.574], [3.939, 1.674, -1.894], [3.347, 0.225, -2.590], [3.028, 3.184, -3.726], [4.117, 1.928, -4.398], [1.954, 2.008, -5.818], [2.459, 0.251, -5.267], [-0.432, 0.592, -2.577], [0.812, -0.458, -3.165], [1.447, -2.096, 3.174], [2.202, -2.712, 5.269], [1.815, -3.978, 4.288]]}

---

--- 2 ---
{"formula": "C17H23N3O6S", "method": "ωB97M-V/def2-TZVPD", "lumo_ev": 0.221, "total_charge": 0, "gap_ev": 9.57, "elements": ["O", "O", "O", "O", "O", "O", "C", "C", "C", "C", "C", "C", "C", "C", "C", "N", "N", "N", "C", "C", "C", "C", "C", "C", "C", "C", "S", "H", "H", "H", "H", "H", "H", "H", "H", "H", "H", "H", "H", "H", "H", "H", "H", "H", "H", "H", "H", "H", "H", "H"], "coordinates": [[1.302, -0.366, -3.563], [1.088, -0.854, 5.997], [-2.809, -0.849, -4.273], [-2.926, -1.685, 6.596], [-2.815, -2.861, 4.394], [2.052, 1.074, -1.998], [1.160, 0.341, -2.652], [0.001, -0.953, 5.590], [-1.662, -0.602, -3.962], [-1.365, -0.602, 0.540], [-3.400, 0.683, 0.824], [-1.361, -0.915, 1.938], [-3.347, 0.494, 2.203], [-2.489, 0.006, -0.009], [-2.252, -0.282, 2.824], [-0.856, -0.887, -5.016], [-0.076, 0.347, -2.116], [-0.648, -2.137, 5.666], [3.582, 1.881, -3.665], [4.020, 1.807, -1.133], [3.957, -0.347, -2.462], [-0.685, 0.171, 4.768], [3.376, 1.115, -2.389], [-2.580, 0.289, -1.502], [-2.095, -0.301, 4.400], [-1.334, -0.370, -2.469], [-2.236, -1.843, 5.262], [-0.561, -1.010, -0.045], [-4.252, 1.273, 0.371], [-0.463, -1.473, 2.242], [-3.923, 1.105, 2.808], [-1.190, -1.550, -5.683], [0.123, -0.877, -4.679], [-0.140, 1.037, -1.403], [-0.459, -2.571, 6.510], [4.643, 2.036, -4.052], [3.104, 2.895, -3.530], [3.089, 1.352, -4.501], [3.994, 1.239, -0.212], [5.058, 1.830, -1.460], [3.778, 2.886, -1.081], [3.787, -0.825, -1.484], [3.559, -0.984, -3.200], [5.084, -0.288, -2.677], [-0.676, 0.949, 5.447], [-0.059, 0.450, 3.912], [-3.602, -0.019, -1.931], [-2.433, 1.313, -1.719], [-2.847, 0.305, 4.784], [-1.217, -1.427, -2.211]]}

---

The winner here is 2, beating the second structure by 0.6291 hartree.

---

--- 1 ---
{"formula": "C7H16O", "method": "ωB97M-V/def2-TZVPD", "smiles": "CC[C@H](C)C(C)(C)O", "lumo_ev": 0.934, "total_charge": 0, "gap_ev": 10.95, "elements": ["C", "C", "C", "C", "C", "C", "C", "O", "H", "H", "H", "H", "H", "H", "H", "H", "H", "H", "H", "H", "H", "H", "H", "H"], "coordinates": [[-0.566, -2.255, 0.491], [-0.943, -1.254, -0.599], [0.014, -0.063, -0.803], [1.388, -0.553, -1.268], [0.156, 0.902, 0.410], [0.820, 2.208, -0.043], [-1.215, 1.239, 1.017], [1.012, 0.375, 1.408], [-0.760, -1.862, 1.488], [-1.166, -3.156, 0.379], [0.481, -2.538, 0.418], [-1.951, -0.882, -0.410], [-0.979, -1.789, -1.551], [-0.428, 0.531, -1.612], [1.280, -1.390, -1.954], [1.926, 0.237, -1.784], [1.989, -0.869, -0.419], [0.896, 2.883, 0.806], [1.824, 2.011, -0.404], [0.238, 2.684, -0.826], [-1.670, 0.366, 1.478], [-1.090, 1.997, 1.786], [-1.885, 1.623, 0.253], [0.630, -0.443, 1.739]]}

---

--- 2 ---
{"formula": "C7H16O", "method": "ωB97M-V/def2-TZVPD", "smiles": "C=CCCCCC.O", "lumo_ev": 0.920, "total_charge": 0, "gap_ev": 10.42, "elements": ["C", "C", "C", "C", "C", "C", "C", "H", "H", "H", "H", "H", "H", "H", "H", "H", "H", "H", "H", "H", "H", "O", "H", "H"], "coordinates": [[-1.574, 0.960, -2.673], [-1.970, 0.381, -1.540], [-1.724, -1.018, -1.134], [-0.181, -1.290, -0.869], [0.545, -0.129, -0.051], [0.384, -0.130, 1.468], [1.410, -1.000, 2.246], [-0.932, 0.665, -3.484], [-1.859, 2.012, -2.743], [-2.539, 0.981, -0.856], [-1.862, -1.687, -1.991], [-2.254, -1.389, -0.261], [0.336, -1.218, -1.833], [-0.205, -2.212, -0.286], [1.621, -0.108, -0.198], [0.128, 0.768, -0.497], [0.606, 0.872, 1.834], [-0.624, -0.354, 1.821], [1.013, -1.994, 2.454], [2.270, -1.156, 1.600], [1.716, -0.431, 3.124], [1.890, 2.835, 1.189], [2.301, 2.141, 0.679], [1.502, 2.497, 2.002]]}

---

The winner here is 1, beating the second structure by 0.0676 hartree.

---

--- 1 ---
{"formula": "C2H3F2N", "method": "ωB97M-V/def2-TZVPD", "lumo_ev": 1.052, "total_charge": 0, "gap_ev": 12.55, "elements": ["C", "C", "N", "F", "F", "H", "H", "H"], "coordinates": [[-1.007, 0.902, 0.711], [1.770, -0.187, -0.771], [-1.961, 0.234, 0.708], [1.899, -0.155, -2.079], [2.974, -0.003, -0.232], [1.496, -1.105, -0.384], [1.239, 0.710, -0.334], [-2.776, -0.179, 0.961]]}

---

--- 2 ---
{"formula": "C2H3F2N", "method": "ωB97M-V/def2-TZVPD", "smiles": "[H]/N=C/C(F)F", "lumo_ev": 0.372, "total_charge": 0, "gap_ev": 11.22, "elements": ["H", "N", "C", "C", "F", "F", "H", "H"], "coordinates": [[-0.395, -1.697, -1.736], [-0.657, -1.105, -1.022], [0.240, -0.331, -0.516], [-0.171, 0.592, 0.647], [-0.628, 1.824, 0.302], [1.056, 0.885, 1.317], [1.332, -0.387, -0.428], [-0.778, 0.220, 1.437]]}

---

The winner here is 2, beating the second structure by 0.0289 hartree.

---

--- 1 ---
{"formula": "C3HNO2S", "method": "ωB97M-V/def2-TZVPD", "smiles": "O=C1ON=CC1=S", "lumo_ev": -2.565, "total_charge": 0, "gap_ev": 7.37, "elements": ["O", "C", "O", "N", "C", "C", "S", "H"], "coordinates": [[0.469, 2.013, -0.004], [0.585, 0.830, 0.011], [1.812, 0.195, -0.003], [1.633, -1.193, -0.003], [0.362, -1.462, 0.004], [-0.451, -0.269, 0.004], [-2.043, -0.088, -0.002], [0.033, -2.504, -0.010]]}

---

--- 2 ---
{"formula": "C3HNO2S", "method": "ωB97M-V/def2-TZVPD", "smiles": "O=C1N=COC1=S", "lumo_ev": -1.713, "total_charge": 0, "gap_ev": 7.82, "elements": ["O", "C", "N", "C", "O", "C", "S", "H"], "coordinates": [[-0.218, 2.204, 0.142], [0.038, 1.045, -0.067], [1.288, 0.462, -0.137], [1.108, -0.772, -0.074], [-0.312, -1.169, 0.208], [-1.039, -0.064, -0.005], [-2.646, 0.069, -0.059], [1.779, -1.775, -0.008]]}

---

The winner here is 2, beating the second structure by 0.0229 hartree.

---

--- 1 ---
{"formula": "C3H8N3", "method": "ωB97M-V/def2-TZVPD", "lumo_ev": -4.442, "total_charge": 1, "gap_ev": 9.65, "elements": ["C", "C", "C", "N", "N", "N", "H", "H", "H", "H", "H", "H", "H", "H"], "coordinates": [[0.699, -0.451, -1.007], [-0.708, 0.770, 1.197], [0.915, -1.343, -2.153], [-0.436, -0.195, -0.617], [0.096, 0.536, 2.162], [-1.799, 1.440, 1.103], [1.697, -0.371, -0.465], [1.511, -2.103, -1.797], [0.062, -1.480, -2.818], [1.577, -0.952, -2.984], [0.962, -0.106, 2.083], [-0.189, 0.782, 3.175], [-2.356, 1.283, 0.347], [-2.030, 2.191, 1.773]]}

---

--- 2 ---
{"formula": "C3H8N3", "method": "ωB97M-V/def2-TZVPD", "smiles": "[H]/N=C(/C=[NH2+])CN", "lumo_ev": -5.178, "total_charge": 1, "gap_ev": 9.48, "elements": ["H", "N", "C", "C", "N", "C", "N", "H", "H", "H", "H", "H", "H", "H"], "coordinates": [[-2.132, 1.885, 0.199], [-2.074, 0.878, -0.054], [-0.980, 0.328, 0.074], [-0.945, -1.147, -0.036], [0.074, -1.942, -0.111], [0.543, 1.033, 0.300], [1.513, 0.127, -0.341], [-1.975, -1.490, 0.296], [-0.057, -2.860, 0.276], [1.131, -1.239, -0.189], [0.359, 2.071, -0.216], [0.787, 1.396, 1.315], [1.369, 0.312, -1.409], [2.385, 0.649, -0.103]]}

---

The winner here is 2, beating the second structure by 0.0325 hartree.

---

--- 1 ---
{"formula": "C3H8N3", "method": "ωB97M-V/def2-TZVPD", "smiles": "N/C=C\\NC=[NH2+]", "lumo_ev": -4.220, "total_charge": 1, "gap_ev": 9.12, "elements": ["N", "C", "C", "N", "C", "N", "H", "H", "H", "H", "H", "H", "H", "H"], "coordinates": [[-1.322, -0.770, -0.100], [-1.483, 0.600, 0.307], [-0.472, 1.460, 0.203], [0.881, 1.048, -0.028], [1.104, -0.220, 0.407], [1.617, -1.217, -0.300], [-1.367, -0.882, -1.161], [-2.061, -1.425, 0.239], [-2.487, 1.089, 0.447], [-0.670, 2.488, 0.439], [1.509, 1.470, -0.750], [0.840, -0.360, 1.496], [1.968, -1.192, -1.253], [1.943, -2.088, 0.054]]}

---

--- 2 ---
{"formula": "C3H8N3", "method": "ωB97M-V/def2-TZVPD", "lumo_ev": -4.085, "total_charge": 1, "gap_ev": 8.48, "elements": ["C", "C", "C", "N", "N", "N", "H", "H", "H", "H", "H", "H", "H", "H"], "coordinates": [[2.156, 0.213, 0.283], [0.870, 0.459, 0.474], [-1.061, -0.619, 0.476], [2.476, 1.505, 0.839], [1.078, 1.773, 1.004], [-1.309, -0.720, -1.015], [2.870, -0.480, 0.009], [-0.888, -1.661, 0.920], [-1.626, 0.116, 1.104], [3.102, 2.005, 0.268], [0.651, 1.944, 1.896], [-1.152, 0.163, -1.401], [-2.366, -0.913, -1.093], [-0.593, -1.279, -1.551]]}

---

The winner here is 1, beating the second structure by 0.1985 hartree.